Entry 1:
The following is a quantum chemistry calculation of a structure of composition C33H55ClN13O5RbS4 in a non-equilibrium geometry, from the OMol25 dataset.

Structure (XYZ):
```
112
Properties=species:S:1:pos:R:3:forces:R:3
Rb 2.151785 0.170315 2.167668 -0.1 1.2 0.0
C -3.437219 0.934766 -0.725871 0.0 0.0 0.0
N -3.511595 0.528715 -2.115037 0.1 0.1 0.0
C -4.641146 1.054098 -2.840580 0.0 0.0 0.0
C -2.679216 -0.468959 -2.580165 -0.2 -0.2 0.1
N -1.869596 -1.022671 -1.772571 0.3 0.3 -0.1
C -0.871447 -1.991648 -2.178831 -0.1 -0.1 0.0
C 0.451855 -1.357778 -2.647926 0.0 0.0 0.0
N 1.399571 -1.078041 -1.579915 0.0 0.0 0.0
C 2.356698 -2.162730 -1.395860 0.0 0.0 0.0
C 1.760685 -3.512952 -1.030809 0.0 0.0 0.0
N 1.132271 -3.446395 0.269683 0.1 0.0 0.0
C 0.933701 -4.500312 0.951396 0.0 0.0 0.0
N 0.176417 -4.435621 2.116973 0.0 -0.1 0.0
C 0.757590 -5.041206 3.310127 0.0 0.0 0.0
C -0.470501 -3.163076 2.386563 0.0 0.0 0.0
N 1.344530 -5.800787 0.591909 0.0 0.0 0.0
C 2.754485 -6.102186 0.442251 0.0 0.0 0.0
C 0.506721 -6.932377 0.900512 0.0 0.0 0.0
C 2.133064 0.160212 -1.822212 0.0 0.0 0.0
C 1.236042 1.406667 -1.906366 0.0 0.0 0.0
N 1.609232 2.376713 -0.904989 -0.1 0.1 0.0
C 1.740319 3.613163 -1.203651 0.0 0.0 -0.1
N 2.263618 4.507803 -0.298612 0.0 -0.1 0.0
C 1.543541 5.750021 -0.075017 0.0 0.0 0.0
C 2.810988 3.942090 0.938646 0.0 0.0 -0.1
N 1.409686 4.150318 -2.474036 0.0 0.1 0.1
C 0.052083 4.069096 -2.946829 0.0 0.0 0.0
C 2.198088 5.207234 -3.057404 0.0 0.0 0.0
N -2.922286 -0.795664 -3.960024 0.0 -0.1 0.0
C -1.847363 -0.580914 -4.906024 0.0 0.0 0.0
C -3.640613 -2.040748 -4.146841 0.0 0.0 0.0
H -3.575673 2.014352 -0.655164 0.0 0.0 0.0
H -2.468998 0.664046 -0.315989 0.0 0.0 0.0
H -4.219213 0.448545 -0.128994 0.0 0.0 0.0
H -4.641013 2.146726 -2.781629 0.0 0.0 0.0
H -5.589322 0.701464 -2.411572 0.0 0.0 0.0
H -4.591547 0.753515 -3.881680 0.0 0.0 0.0
H -1.236001 -2.675175 -2.957314 0.0 0.0 0.0
H -0.650867 -2.587173 -1.292559 0.0 0.0 0.0
H 0.215104 -0.420440 -3.146689 0.0 0.0 -0.1
H 0.912725 -2.006910 -3.416296 0.0 0.0 0.0
H 3.044237 -1.881443 -0.596435 0.0 0.0 0.0
H 2.953847 -2.290898 -2.322022 0.0 0.0 0.0
H 2.581206 -4.232357 -1.083818 0.0 0.0 0.0
H 1.034199 -3.834773 -1.790336 0.0 0.0 0.0
H -0.008142 -5.572767 3.884506 0.0 0.0 0.0
H 1.218834 -4.273422 3.936815 0.0 0.0 0.0
H 1.547067 -5.738223 3.039406 0.0 0.0 0.0
H -1.039519 -2.839298 1.519288 0.0 0.0 0.0
H 0.256037 -2.386369 2.629891 0.0 0.0 0.0
H -1.148098 -3.297167 3.234409 0.0 0.0 0.0
H 3.353662 -5.220502 0.651799 0.0 0.0 0.0
H 2.986243 -6.477882 -0.562219 0.0 0.0 0.0
H 3.049108 -6.872827 1.166340 0.0 0.0 0.0
H -0.524198 -6.608097 1.022374 0.0 0.0 0.0
H 0.812173 -7.457598 1.818032 0.0 0.0 0.0
H 0.551682 -7.655532 0.078510 0.0 0.0 0.0
H 2.738224 0.074432 -2.745589 0.0 0.0 0.0
H 2.839866 0.305067 -1.003347 0.0 0.0 0.0
H 0.202776 1.092067 -1.706890 0.0 0.0 0.0
H 1.269289 1.815875 -2.925237 0.0 0.0 0.0
H 1.097631 6.126796 -0.995034 0.0 0.0 0.0
H 2.234585 6.498691 0.314279 0.0 0.0 0.0
H 0.746529 5.616653 0.667167 0.0 0.0 0.0
H 3.481824 3.125265 0.701908 0.0 0.0 0.1
H 2.018934 3.575264 1.599655 0.0 0.0 0.0
H 3.376682 4.704559 1.471741 0.0 0.0 0.0
H -0.500819 3.311476 -2.394516 0.0 0.0 0.0
H 0.018882 3.802950 -4.010561 0.0 0.0 0.0
H -0.473062 5.031231 -2.829648 0.0 0.0 0.0
H 3.120498 5.326788 -2.494487 0.0 0.0 0.0
H 1.668298 6.171291 -3.062091 0.0 0.0 0.0
H 2.446010 4.963352 -4.097409 0.0 0.0 0.0
H -1.326555 0.345828 -4.667427 0.0 0.0 0.0
H -2.273687 -0.479437 -5.909178 0.0 0.0 0.0
H -1.110386 -1.393585 -4.931231 0.0 0.0 0.0
H -4.430579 -2.122642 -3.399448 0.0 0.0 0.0
H -3.005444 -2.933243 -4.069314 0.0 0.0 0.0
H -4.106141 -2.044049 -5.137286 0.0 0.0 0.0
O 4.960084 -2.364816 3.703181 0.0 0.0 0.0
Cl 3.907422 -2.564880 2.760202 0.1 -0.3 0.0
O 3.935028 -3.929071 2.271006 0.0 0.0 0.0
O 4.029788 -1.652555 1.644142 0.3 -0.5 0.0
O 2.619965 -2.330306 3.406001 0.0 -0.1 0.1
S 4.768776 4.808327 4.340446 0.0 0.1 -0.1
C 4.197135 3.254350 3.905418 -0.1 -0.1 0.0
S 2.707349 2.671919 4.612168 0.1 -0.2 -0.3
S 5.083854 2.282313 2.782048 -0.3 -0.1 0.2
N -2.718256 2.237033 3.454404 0.0 0.0 0.0
C -2.785341 3.067897 2.358175 0.0 0.0 0.0
C -3.728962 3.992630 1.924594 0.0 0.0 0.0
C -3.443116 4.670192 0.751567 0.0 0.0 0.0
C -2.258670 4.430736 0.037790 0.0 0.0 0.0
C -1.332982 3.500177 0.470805 0.0 0.0 0.0
C -1.605930 2.807434 1.645250 0.0 0.1 0.1
N -0.848827 1.847398 2.292258 -0.1 -0.2 0.0
C -1.532733 1.541332 3.354935 0.0 0.0 0.0
C -1.139023 0.558203 4.364173 0.0 0.0 0.0
C -1.867195 0.171045 5.450345 0.0 0.0 0.0
S -0.986438 -0.982014 6.353595 0.0 0.0 0.0
C 0.294778 -0.876692 5.205645 0.0 0.0 0.0
N 0.078515 -0.050082 4.241519 0.0 -0.1 -0.1
H -3.361898 2.202482 4.222229 0.0 0.0 0.0
H -4.638828 4.186816 2.479087 0.0 0.0 0.0
H -4.145543 5.407032 0.381374 0.0 0.0 0.0
H -2.068436 4.992637 -0.868683 0.0 0.0 0.0
H -0.408342 3.292772 -0.051727 0.0 0.0 0.0
H -2.843386 0.500255 5.766185 0.0 0.0 0.0
H 1.203788 -1.457831 5.294368 0.0 0.0 0.0
O -4.350546 -2.582922 -0.333728 0.1 0.0 0.0
C -3.410870 -2.383428 0.260329 -0.1 -0.1 0.0
```
Forces are in eV/Å.

Values from the calculation:
- gap between HOMO and LUMO (eV) = 2.728
- total charge = -2
- largest force on an atom (eV/Å) = 1.21
- energy above the lowest of the compared OMol25 structures with the same formula, charge and spin (eV) = 0.000
- multiplicity = 1


Entry 2:
The following is a quantum chemistry calculation of a structure of composition C30H25BrIrN5O8S4 in a non-equilibrium geometry, from the OMol25 dataset.

Structure (XYZ):
```
74
Properties=species:S:1:pos:R:3:forces:R:3
Ir -0.303817 0.151819 0.218847 -1.1 -2.3 -1.9
S -0.502772 -0.187197 2.480350 0.1 1.0 0.5
C -2.188478 0.056947 2.820297 0.0 -0.1 -0.4
C -2.666182 0.027798 4.134983 0.0 -0.1 0.1
C -4.012423 0.176706 4.392540 0.0 0.0 0.1
C -4.924956 0.376567 3.353519 0.0 0.0 -0.1
C -4.471129 0.440348 2.053452 -0.1 0.0 0.1
C -3.111498 0.278597 1.780171 0.5 -0.1 0.0
S -2.533273 0.425782 0.150608 -0.3 0.0 0.2
H -1.960865 -0.103748 4.945688 0.0 0.0 0.0
H -4.362691 0.153274 5.417117 0.0 0.0 0.0
H -5.979545 0.491628 3.567294 0.0 0.0 0.0
H -5.154180 0.630761 1.234660 0.0 0.0 0.0
O 5.659512 1.182938 1.693878 0.1 0.0 0.0
C 5.465981 0.317814 0.736330 0.1 0.0 0.0
O 6.371358 -0.272591 0.175460 0.0 0.0 0.0
C 4.053574 0.039439 0.337259 0.0 0.0 0.1
C 3.735117 -0.884694 -0.639341 0.1 0.0 0.0
N 2.410708 -0.931476 -0.737699 -0.2 -0.1 0.2
N 1.827363 -0.090109 0.129211 0.1 0.5 0.3
C 2.810614 0.534730 0.790660 -0.1 0.0 0.0
C 2.495722 1.667238 1.780608 0.0 -0.5 -0.2
O 3.501174 2.156169 2.370777 0.0 0.1 0.1
O 1.316336 1.980400 1.869607 0.4 0.5 0.4
H 4.749864 1.609944 2.017209 -0.1 0.0 0.0
H 4.379061 -1.482765 -1.260030 0.0 0.0 0.0
H 1.825492 -1.448327 -1.421047 0.0 0.0 -0.1
Br -0.840656 3.199098 -6.236584 0.0 0.0 0.0
C -0.655043 1.364351 -5.806900 0.0 0.0 0.1
C -0.801184 0.411511 -6.803822 0.0 0.1 0.0
N -0.684093 -0.889698 -6.570672 0.0 -0.1 0.0
C -0.391143 -1.271284 -5.331474 0.1 0.0 0.1
C -0.232433 -0.387332 -4.272905 0.1 0.0 0.0
C -0.381123 0.971540 -4.510041 -0.1 0.0 0.0
C 0.142437 -0.879739 -2.895408 -0.1 -0.3 0.0
O 0.997568 -1.782531 -2.814356 -0.1 -0.1 0.0
O -0.485067 -0.337399 -1.947765 0.1 0.9 0.1
H -1.021692 0.715366 -7.820714 0.0 0.0 0.0
H -0.274824 -2.335176 -5.159949 0.0 0.0 0.0
H -0.295056 1.683733 -3.698516 0.0 0.0 0.0
C 1.888583 -5.944622 -0.216353 0.1 0.1 -0.1
N 1.219500 -4.943326 0.597987 -0.2 -0.2 0.2
N 0.241419 -4.170214 -0.021640 0.1 0.0 0.0
C 0.248712 -2.900984 0.515115 -0.1 0.1 0.0
O -0.621066 -2.065590 0.207243 0.4 0.0 0.2
C 1.354205 -2.867197 1.429176 0.1 0.0 0.0
C 1.923783 -4.095368 1.417972 -0.1 0.0 0.0
C 3.132954 -4.576742 2.138191 0.0 0.0 0.0
C -0.865881 -4.773160 -0.666871 -0.1 0.0 0.0
C -1.494776 -4.080146 -1.695343 0.0 0.0 0.0
C -2.590807 -4.653984 -2.317636 0.0 0.0 0.0
C -3.048734 -5.907105 -1.933890 0.0 0.0 0.0
C -2.416887 -6.584837 -0.903057 0.0 0.0 0.0
C -1.329056 -6.017591 -0.257154 0.0 0.0 0.0
H 1.152858 -6.447735 -0.836999 0.0 0.0 0.0
H 2.347554 -6.678484 0.442760 0.0 0.0 0.0
H 2.650501 -5.499349 -0.862948 0.0 0.0 0.0
H 1.642721 -2.018093 2.021402 0.0 0.0 0.0
H 3.508298 -3.786506 2.783215 0.0 0.0 0.0
H 3.926131 -4.850997 1.440097 0.0 0.0 0.0
H 2.901012 -5.450271 2.749257 0.0 0.0 0.0
H -1.129892 -3.104303 -1.977386 0.0 0.0 0.0
H -3.086343 -4.114203 -3.113838 0.0 0.0 0.0
H -3.900571 -6.350241 -2.432791 0.0 0.0 0.0
H -2.779294 -7.553802 -0.584763 0.0 0.0 0.0
H -0.855006 -6.520743 0.575260 0.0 0.0 0.0
C 1.191113 4.726863 0.109072 0.1 0.0 0.1
O -0.181798 4.583221 0.507113 0.0 0.0 -0.2
C -0.834829 3.448367 0.297717 0.2 0.2 0.1
S -2.333511 3.322603 0.957462 -0.2 -0.1 0.1
S -0.100187 2.250274 -0.744277 0.3 0.3 0.6
H 1.437488 5.757254 0.351288 0.0 0.0 0.0
H 1.313574 4.548425 -0.957194 0.0 0.0 0.0
H 1.806172 4.036257 0.682710 0.0 0.0 0.0
```
Forces are in eV/Å.

Values from the calculation:
- gap between HOMO and LUMO (spin up / spin down) (eV) = 6.748 / 5.346
- total charge = -1
- ⟨S²⟩ = 0.76
- largest force on an atom (eV/Å) = 3.14
- energy above the lowest of the compared OMol25 structures with the same formula, charge and spin (eV) = 1.510
- multiplicity = 2